No. 1
A single C21H26FNO9 molecule, computed with ωB97M-V/def2-TZVPD.

Each line ends with the natural charge from an NBO analysis.
Positions of all 58 atoms, in Å:
C -3.16114 -2.22533 3.61644  -0.712
C -1.88052 -1.77394 2.95347  0.687
O -0.84189 -1.57663 3.54012  -0.616
N -1.99942 -1.60580 1.60740  -0.629
C -0.89214 -1.17513 0.79479  -0.166
C -0.68989 -2.14133 -0.39467  0.393
O 0.59266 -2.08773 -0.94514  -0.551
C 1.60864 -2.80400 -0.25750  -0.086
C 2.10725 -2.08061 0.96876  -0.173
C 2.59357 -0.78118 0.86980  -0.180
C 2.99249 -0.08996 1.99857  -0.212
C 2.91880 -0.68902 3.24588  -0.190
C 2.45235 -1.98542 3.36896  -0.282
C 2.05246 -2.65882 2.23095  0.468
F 1.58744 -3.92432 2.35218  -0.341
O -1.62895 -1.85253 -1.39097  -0.522
C -1.41276 -0.62218 -2.05955  0.071
C -0.62800 -0.86722 -3.36274  -0.110
O -0.41649 0.34788 -4.06618  -0.515
C 0.82164 0.87461 -4.04106  0.805
C 0.86622 2.17043 -4.80271  -0.723
O 1.75742 0.36052 -3.49295  -0.596
C -0.71107 0.43117 -1.18732  0.006
O -1.17676 1.69827 -1.64185  -0.519
C -0.36458 2.76129 -1.54936  0.818
C -1.10033 4.00648 -1.95298  -0.722
O 0.77877 2.71246 -1.18262  -0.609
C -1.07678 0.26941 0.29744  0.113
O -0.22705 1.09416 1.08330  -0.515
C -0.63533 2.32760 1.40693  0.820
C 0.45004 3.05092 2.14693  -0.721
O -1.71568 2.77556 1.12261  -0.617
H -3.93472 -1.47290 3.48053  0.229
H -2.98307 -2.36823 4.67792  0.242
H -3.50030 -3.16090 3.17808  0.226
H -2.87965 -1.77259 1.14584  0.399
H -0.01335 -1.18824 1.44746  0.284
H -0.92620 -3.16687 -0.06224  0.174
H 2.41571 -2.89115 -0.99085  0.213
H 1.24854 -3.80666 0.00471  0.193
H 2.63685 -0.31558 -0.10283  0.230
H 3.35866 0.92032 1.90226  0.216
H 3.22331 -0.14752 4.12837  0.216
H 2.37506 -2.47238 4.32706  0.232
H -2.40911 -0.23512 -2.30813  0.200
H -1.20751 -1.52598 -4.01336  0.195
H 0.33479 -1.32681 -3.11914  0.234
H 1.55793 2.06824 -5.63585  0.244
H 1.24679 2.94849 -4.14491  0.247
H -0.12234 2.42932 -5.16697  0.230
H 0.37982 0.37923 -1.28700  0.249
H -1.73993 3.80435 -2.80640  0.234
H -1.72864 4.29784 -1.11209  0.262
H -0.39622 4.80356 -2.17027  0.232
H -2.11694 0.60045 0.43217  0.217
H 0.04709 3.93505 2.63081  0.232
H 0.90756 2.38215 2.86987  0.240
H 1.20490 3.34230 1.41801  0.256

The calculation puts the molar mass at 455.4 g mol⁻¹. The value obtained for the LUMO energy is 0.642 eV. The value obtained for the orbital gap is 9.813 eV. As for the energy above the lowest of the compared OMol25 structures with the same formula, charge and spin: 10.7 kJ/mol. As for the HOMO energy: -9.171 eV.



No. 2
2 unconnected molecules or ions with the total composition C19H29F6NO6PS in a non-equilibrium geometry, computed with ωB97M-V/def2-TZVPD.

Each line ends with the natural charge from an NBO analysis.
Positions of all 63 atoms, in Å:
C 3.69721 -1.05353 2.73268  -0.306
C 3.30910 -0.59465 1.67914  0.004
C 2.45808 -0.17641 0.45767  -0.833
P 1.84535 1.67868 0.52482  0.981
C 3.52701 2.33250 -0.14790  -0.774
C 4.69370 2.39352 0.91876  -0.077
O 5.74706 3.34260 0.62261  -0.553
C 6.48270 3.00413 -0.54844  -0.065
C 7.50297 1.80579 -0.38153  -0.649
C 1.20319 1.42292 -1.25692  -0.828
C 0.38586 2.59568 -1.89344  0.352
C -0.92860 2.17818 -2.69763  -0.681
N 0.62347 3.85852 -1.82813  -0.672
C 0.13411 1.14709 1.32039  0.293
O -0.92778 1.39235 0.75629  -0.568
C -0.04245 0.42999 2.73972  0.535
F -1.12452 1.09900 3.38350  -0.351
F 1.03331 0.55417 3.60589  -0.311
C -0.44839 -1.09782 2.70310  0.594
F -1.03136 -1.38078 3.96063  -0.325
F 0.60852 -1.98172 2.58145  -0.296
C -1.53436 -1.51318 1.62808  0.567
F -1.80752 -2.88665 1.86965  -0.334
F -1.05984 -1.48320 0.32215  -0.295
C -2.94062 -0.78837 1.77148  0.730
O -3.45171 -0.28306 0.80244  -0.517
O -3.64205 -0.75089 2.97165  -0.686
H 3.94669 -1.49941 3.72312  0.236
H 3.12394 -0.30826 -0.45365  0.235
H 1.57547 -0.87027 0.26293  0.231
H 1.33345 3.04749 0.60955  -0.147
H 2.35305 1.86199 1.86338  -0.149
H 3.91340 1.68771 -1.00497  0.186
H 3.45674 3.38094 -0.59511  0.207
H 4.35502 2.61259 1.97244  0.199
H 5.17070 1.36602 0.95283  0.164
H 7.10852 3.92071 -0.80192  0.173
H 5.85966 2.79620 -1.46344  0.170
H 8.35279 2.00081 0.32551  0.206
H 6.95683 0.83505 -0.15959  0.213
H 7.96828 1.63920 -1.40856  0.198
H 2.01079 1.13940 -2.00719  0.234
H 0.51259 0.51542 -1.23007  0.219
H -0.73999 1.19595 -3.23792  0.199
H -1.13552 2.97459 -3.46142  0.217
H -1.77098 2.04895 -1.94926  0.236
H 1.49515 3.95795 -1.28943  0.336
H -4.05258 0.13597 3.00117  0.508
C -5.84827 -4.01240 -0.39600  -0.407
C -5.13453 -2.66463 -0.53216  -0.398
C -4.79727 -2.47103 -2.01278  -0.679
S -6.03389 -3.38547 -2.93182  2.169
O -5.38477 -4.47570 -3.62032  -0.947
O -6.90578 -2.45828 -3.61345  -0.945
C -6.88900 -4.04404 -1.50851  -0.676
H -6.30854 -4.12967 0.58640  0.222
H -5.12963 -4.82608 -0.53233  0.214
H -5.80119 -1.86428 -0.19881  0.212
H -4.23725 -2.61965 0.08373  0.233
H -4.83683 -1.42141 -2.30101  0.261
H -3.81949 -2.88660 -2.25793  0.251
H -7.25541 -5.04620 -1.72678  0.249
H -7.72458 -3.37843 -1.28474  0.236

The calculation puts the molar mass at 544.5 g mol⁻¹. The value obtained for the LUMO energy is 2.196 eV. The value obtained for the orbital gap is 7.205 eV. As for the net charge: -1. As for the HOMO energy: -5.008 eV.



No. 3
6 unconnected molecules or ions with the total composition C32H73N3O6 in a non-equilibrium geometry, computed with ωB97M-V/def2-TZVPD.

Each line ends with the Mulliken charge.
Positions of all 114 atoms, in Å:
C -3.39607 -2.51534 1.17498  -1.944
C -3.34175 -3.64693 0.08577  1.062
C -2.99254 -4.98142 0.83532  -1.702
C -4.74676 -3.82432 -0.48019  -1.162
C -4.74926 -4.79027 -1.64444  -0.744
C -3.88224 -4.21429 -2.76305  -1.178
C -2.47611 -3.79968 -2.35297  1.647
C -1.55553 -5.04017 -2.58223  -1.757
C -2.10218 -2.69646 -3.36386  -2.040
N -2.41659 -3.24425 -0.94302  0.670
O -1.18399 -2.93202 -0.51507  -0.341
H -2.40429 -2.17093 1.46796  0.412
H -3.90125 -1.60186 0.86120  0.386
H -3.82329 -2.94486 2.08111  0.392
H -3.06506 -5.87394 0.21383  0.343
H -1.94529 -4.87252 1.11728  0.403
H -3.68654 -5.12330 1.66379  0.469
H -5.36896 -4.20872 0.32800  0.454
H -5.15458 -2.86648 -0.80316  0.360
H -4.54705 -5.83279 -1.39879  0.389
H -5.77124 -4.86089 -2.01683  0.386
H -4.41803 -3.46554 -3.34648  0.460
H -3.89514 -5.06841 -3.44010  0.286
H -1.61063 -5.48120 -3.57750  0.433
H -1.83348 -5.80079 -1.85264  0.343
H -0.54113 -4.68804 -2.39498  0.416
H -1.08497 -2.32220 -3.24835  0.382
H -2.79794 -1.85798 -3.33238  0.447
H -2.02003 -3.11313 -4.36772  0.418
H -0.88748 -3.81708 -0.29065  0.315
C -2.93660 3.11363 3.93657  -1.810
C -2.76922 3.63466 5.34400  1.627
C -4.03898 4.42885 5.73411  -1.940
C -2.68939 2.43695 6.29653  -1.350
C -1.29190 1.67779 6.27115  -0.647
C -0.28165 2.65217 6.73087  -1.183
C -0.18960 3.89917 5.78219  1.368
C 0.54541 5.00523 6.58527  -1.836
C 0.54617 3.49798 4.50582  -1.697
N -1.54143 4.46097 5.40805  0.462
O -1.54299 5.51985 4.52817  -0.475
H -3.84834 2.53580 3.78514  0.447
H -2.94541 3.90029 3.18214  0.344
H -2.13200 2.42110 3.68931  0.345
H -4.37606 5.17887 5.01861  0.373
H -4.86658 3.73913 5.89991  0.368
H -3.83664 4.94185 6.67431  0.493
H -3.00643 2.72480 7.29889  0.415
H -3.46662 1.72772 6.01192  0.474
H -1.35061 0.90592 7.03853  0.353
H -1.05500 1.21285 5.31417  0.348
H 0.73191 2.26171 6.82213  0.504
H -0.57430 2.98190 7.72773  0.356
H 1.48247 4.68727 7.04236  0.356
H -0.06730 5.16496 7.47251  0.440
H 0.55633 5.90817 5.97480  0.394
H 0.04312 2.68504 3.98221  0.327
H 1.58698 3.21491 4.66290  0.425
H 0.58694 4.34025 3.81516  0.356
H -1.75520 6.26256 5.09822  0.359
C 6.68479 -5.52033 -4.39184  -2.028
C 6.92896 -4.27551 -3.48237  1.710
C 7.32219 -4.76486 -2.08218  -1.910
C 8.21713 -3.60120 -4.11459  -0.999
C 8.53204 -2.27407 -3.43373  -0.867
C 7.31091 -1.31774 -3.51931  -1.143
C 5.95354 -1.93650 -2.96406  1.378
C 5.82962 -1.73755 -1.41781  -1.580
C 4.78765 -1.11972 -3.59598  -1.989
N 5.79162 -3.29564 -3.51150  0.296
O 4.61387 -3.93505 -3.24185  -0.441
H 6.41974 -5.12781 -5.37357  0.501
H 7.56731 -6.11801 -4.61993  0.447
H 6.00132 -6.30464 -4.06652  0.360
H 6.37583 -4.84412 -1.54719  0.420
H 7.83185 -5.72317 -1.98219  0.421
H 7.91714 -4.12307 -1.43239  0.266
H 9.11193 -4.10633 -3.75093  0.366
H 8.34780 -3.64754 -5.19574  0.396
H 8.84869 -2.47699 -2.41066  0.304
H 9.40893 -1.77221 -3.84278  0.431
H 7.16694 -0.91805 -4.52311  0.434
H 7.51204 -0.40486 -2.95869  0.467
H 5.84572 -0.67340 -1.18239  0.428
H 6.64777 -2.24686 -0.90857  0.338
H 4.88104 -2.13274 -1.05431  0.363
H 4.96320 -0.04992 -3.48274  0.427
H 3.84343 -1.43109 -3.14921  0.424
H 4.65250 -1.24153 -4.67068  0.438
H 4.35206 -4.18462 -4.13110  0.340
C -5.77442 3.54399 -2.61038  -1.014
C -6.39516 3.16918 -1.25238  -0.198
O -6.08214 1.79511 -1.12947  -0.488
H -6.06616 2.90622 -3.44478  0.281
H -4.68453 3.55525 -2.62143  0.316
H -6.14364 4.55851 -2.76049  0.320
H -7.46246 3.36972 -1.34592  0.286
H -6.01450 3.70829 -0.38486  0.216
H -5.14059 1.73628 -1.30730  0.282
C -0.01184 2.58847 -2.40372  -0.919
C -0.71926 2.18045 -1.06026  -0.260
O -1.79655 1.33844 -1.32280  -0.379
H 0.32913 1.72306 -2.97197  0.257
H 0.87529 3.18667 -2.19570  0.342
H -0.68179 3.24105 -2.96353  0.247
H -1.21411 3.08721 -0.71241  0.183
H 0.00589 1.80383 -0.33885  0.333
H -1.50971 0.43198 -1.18999  0.191
C -0.84953 8.58808 -0.74074  -0.426
O -1.47963 9.82210 -1.05864  -0.510
H -0.28905 8.84651 0.15769  0.216
H -1.54849 7.75597 -0.65617  0.193
H -0.11043 8.40557 -1.52082  0.224
H -0.82154 10.49667 -0.87569  0.304

The calculation puts the molar mass at 596.0 g mol⁻¹. The value obtained for the LUMO energy is 0.428 eV. The value obtained for the orbital gap is 8.361 eV. As for the energy above the lowest of the compared OMol25 structures with the same formula, charge and spin: 174.4 kJ/mol. As for the HOMO energy: -7.933 eV.



No. 4
A single C15H17ClN4O2S molecule in a non-equilibrium geometry, computed with ωB97M-V/def2-TZVPD.

Each line ends with the natural charge from an NBO analysis.
Positions of all 40 atoms, in Å:
C -2.95589 -0.60988 3.08025  -0.253
O -2.80314 -0.53581 1.68153  -0.522
C -2.00681 0.42978 1.15847  0.407
C -1.32200 1.38044 1.90912  -0.324
C -0.54320 2.34278 1.29087  -0.187
C -0.46372 2.38820 -0.09163  -0.080
Cl 0.51441 3.58624 -0.85971  0.015
C -1.15442 1.46623 -0.85927  -0.164
C -1.89799 0.46830 -0.24330  -0.227
C -2.53071 -0.55233 -1.12163  0.595
O -3.15219 -0.27250 -2.11111  -0.497
C -2.32843 -2.00995 -0.73217  -0.623
S -0.80833 -2.31041 0.21044  0.291
C 0.29382 -1.50445 -0.84799  0.165
N 0.07184 -1.13461 -2.09307  -0.345
N 1.17507 -0.51901 -2.48754  -0.052
N 2.04930 -0.48985 -1.57368  -0.077
N 1.54229 -1.10612 -0.50135  -0.206
C 2.22920 -1.22466 0.75727  -0.038
C 3.66684 -1.72568 0.54436  -0.411
C 4.51303 -0.45627 0.56122  -0.408
C 3.85936 0.36486 1.66760  -0.400
C 2.36168 0.16298 1.42498  -0.418
H -2.00141 -0.80985 3.57617  0.179
H -3.39828 0.30528 3.48416  0.184
H -3.63268 -1.44439 3.25552  0.204
H -1.38075 1.37531 2.98539  0.225
H -0.00128 3.06102 1.88540  0.230
H -1.09556 1.48107 -1.93685  0.257
H -2.31440 -2.61818 -1.63715  0.263
H -3.14358 -2.33071 -0.08249  0.266
H 1.63750 -1.91922 1.36018  0.223
H 3.76245 -2.28236 -0.38616  0.229
H 3.94729 -2.37830 1.37157  0.210
H 5.56504 -0.65999 0.74989  0.214
H 4.41422 0.05947 -0.39378  0.223
H 4.13794 1.41579 1.63244  0.219
H 4.14066 -0.03583 2.64290  0.195
H 1.77754 0.22327 2.34175  0.216
H 1.99149 0.92519 0.73854  0.227

The calculation puts the molar mass at 352.8 g mol⁻¹. The value obtained for the LUMO energy is 0.221 eV. The value obtained for the orbital gap is 9.004 eV. As for the energy above the lowest of the compared OMol25 structures with the same formula, charge and spin: 218.7 kJ/mol. As for the HOMO energy: -8.784 eV.